1.
C49H60BCrN7O11 as an isolated structure, computed with ωB97M-V with the def2-TZVPD basis set.

The energy above the lowest of the compared OMol25 structures with the same formula, charge and spin comes out at 0.0000 eV. Its net charge is -1. As for the spin multiplicity: 2. The frontier orbital gap (spin up / spin down) is 7.42 / 7.42 eV.

XYZ file:
```
129
Properties=species:S:1:pos:R:3:forces:R:3:lowdin_spin:R:1
H 3.30822 -6.74371 -0.11915 -0.0268 0.0455 -0.0389 0.000
C -4.07165 -4.18884 -2.51532 -0.0120 -0.0773 -0.0403 0.000
H -2.24721 -3.20577 2.74923 0.0209 0.0416 0.0288 0.000
H -2.80990 -0.33156 3.89195 -0.0279 -0.0077 -0.0401 0.000
C 2.65266 4.67188 0.09739 -0.0860 -0.1626 0.2259 0.000
H -5.94939 3.99979 1.98194 0.0038 -0.0016 -0.0032 0.000
H 4.00546 3.78036 1.56285 0.0337 -0.0094 -0.0276 0.000
H 1.49188 4.48145 1.91601 0.0546 0.0634 0.0093 0.000
C -4.39208 -2.22719 -1.16719 0.0085 -0.0070 0.0577 0.000
H 4.61075 5.23362 0.77512 -0.0186 -0.0372 -0.0172 0.000
C 3.20960 -2.96755 -3.31565 -0.0060 -0.0759 0.1047 0.000
N 0.22184 0.15692 1.31736 0.0174 0.1306 0.1406 -0.009
O -0.61076 -2.39975 -3.97318 -0.0055 0.0290 0.0342 0.006
H 4.75816 1.43074 2.34282 0.0397 0.0141 -0.0404 0.000
C -1.69920 -1.17330 2.22596 0.0604 -0.0088 0.0886 0.001
C -0.51094 -0.26267 2.35021 0.1094 0.0644 0.0051 0.006
C 1.81746 3.63292 -0.62451 -0.1517 0.1730 -0.0482 0.000
H 4.80295 -1.96156 -1.28064 -0.0517 0.0705 0.0163 0.000
O -1.86194 0.75066 -0.31278 0.8178 0.1909 0.0514 0.006
O -5.30892 -1.72505 -0.26720 -0.0564 0.0231 0.0123 0.000
C 2.10779 -0.79776 -3.96688 0.0959 -0.0502 -0.0429 0.000
C -2.94726 -0.51939 2.82267 -0.0187 0.0150 -0.0644 0.001
C -6.36039 2.85952 0.22039 -0.1890 -0.0013 -0.0974 0.000
C -4.79686 -3.47396 -1.59492 -0.0181 0.0099 0.0382 0.000
O -7.85900 1.82078 -1.78875 -0.1582 0.0989 0.0939 0.000
H 3.61737 -0.96429 2.61201 0.0729 -0.0268 -0.0053 0.000
H 1.90041 0.67611 5.75951 0.0373 -0.0021 -0.0211 0.000
H -2.64249 4.15519 -3.38855 0.0409 -0.0118 0.0312 0.000
C -5.81702 2.01563 -0.73171 0.2060 0.0684 0.1670 0.000
H 0.70559 3.64481 3.78986 -0.0006 -0.0075 0.0549 0.000
H 0.41344 2.68133 5.23623 0.0363 0.0231 -0.0080 0.000
H 3.20953 0.23039 4.65743 -0.0239 0.0430 0.0374 0.000
H -1.99523 1.16351 -2.61301 -0.0412 0.0478 -0.0733 0.000
H 4.60406 -2.28836 1.98718 -0.0429 0.0629 0.0024 0.000
C 0.20476 2.86415 -1.96171 0.1127 0.1190 0.0591 0.001
H 0.89264 5.72858 0.82607 0.0027 -0.0344 0.0288 0.000
C 1.10164 1.05389 3.12521 -0.0636 -0.0397 0.0995 0.006
N 1.53534 2.35317 -0.30465 -0.0028 -0.0719 0.0487 -0.001
H 5.60775 1.75925 0.82417 -0.0140 -0.0001 0.0172 0.000
O 1.62568 -2.38477 1.13869 -0.2122 0.0370 -0.0487 -0.001
C 4.62451 -1.23740 2.28208 -0.0030 0.0167 -0.0267 0.000
C -1.88734 4.02511 -2.60868 0.0106 -0.0397 0.0235 0.000
C 0.28900 -4.66459 -1.32477 0.0391 -0.0321 -0.0047 0.000
H 6.43764 0.93230 2.15051 -0.0232 0.0099 0.0015 0.000
C 1.99777 1.90491 3.97530 -0.0613 0.0395 0.0753 0.001
C 0.88595 -2.78646 0.22264 -0.0163 0.0597 -0.0042 0.001
H -0.50492 -2.96604 2.52938 -0.0082 0.0063 0.0209 0.000
H 1.84262 3.73103 5.15320 -0.0224 -0.0272 -0.0151 0.000
H 0.96160 4.94194 -2.16254 -0.0104 -0.0427 0.0202 0.000
C -5.54013 3.34191 1.22643 0.0786 -0.0118 0.0402 0.000
H -6.18761 -3.13484 0.96216 0.0916 -0.0449 0.0353 0.000
C 0.52381 -5.90462 -1.88901 -0.0073 -0.0588 -0.0392 0.000
H -1.87331 -1.36167 1.16953 -0.0163 -0.0170 -0.0812 0.000
C 2.25672 -1.86300 -2.87355 0.0811 0.0193 0.0251 0.000
C -2.47081 -2.35535 -2.53397 0.0375 -0.0091 0.0717 0.000
H 5.31645 -1.12514 3.12263 -0.0176 -0.0153 -0.0406 0.000
N -6.68333 1.50641 -1.80766 0.0112 -0.0365 0.0212 0.000
H 3.08387 2.06195 1.28880 -0.0190 0.0302 0.0398 0.000
H 2.69599 -3.58990 1.31893 0.0704 -0.0697 -0.0671 0.000
H -4.40164 -5.16248 -2.85673 0.0359 0.0518 0.0170 0.000
H -3.17174 0.43132 2.33661 0.0180 -0.0412 0.0583 0.000
H 4.59080 3.69839 -0.10641 0.0253 -0.0264 0.0360 0.000
O 3.06797 -4.47916 1.04859 -0.0440 0.1705 0.1252 0.000
C -2.89379 -3.59935 -2.98274 -0.0740 -0.0417 -0.0821 0.000
C 2.73932 -1.20974 -1.61191 -0.0680 0.1131 -0.0010 0.002
C 2.45996 -6.16799 -0.47207 0.0236 -0.0666 0.0027 0.000
H 2.80346 -3.46841 -4.19540 0.0076 0.0113 0.0018 0.000
H 2.36179 6.03128 1.77960 -0.0314 -0.0667 -0.0186 0.000
H 5.93323 -0.79017 0.64162 0.0209 -0.0361 -0.0291 0.000
C -1.14622 -1.81973 -3.03309 0.0960 0.1140 -0.0480 0.001
C 5.48270 1.03496 1.62945 -0.0435 -0.0438 -0.0509 0.000
C 1.19445 3.06645 4.57535 0.0224 -0.0457 -0.0510 0.000
C -4.19819 2.98996 1.25767 0.0125 -0.0112 -0.0300 0.000
H -0.33636 0.13250 4.53144 0.0148 0.0209 -0.0794 0.000
H -0.91335 1.00181 -3.98107 -0.0309 0.0026 0.0478 0.000
H 2.78202 2.32187 3.34031 -0.0214 -0.0115 -0.0335 0.000
C -4.48466 1.63971 -0.70559 -0.1205 -0.1307 -0.1591 0.000
C 5.05512 -0.33949 1.10881 -0.0846 0.1115 0.1638 0.000
H -0.12866 -6.28624 -2.66523 0.0200 0.0391 0.0340 0.000
C -6.26193 -2.76027 -0.06281 0.0770 -0.0083 -0.0580 0.000
H 3.03329 -0.22018 -4.06592 0.0109 -0.0456 -0.0083 0.000
H -2.92083 -0.67407 -1.24754 0.0429 -0.1256 -0.0042 0.000
C 0.02091 0.28058 3.52312 -0.0266 0.0002 0.0661 0.001
C 2.65672 1.07335 5.07755 0.0337 0.0034 -0.0311 0.000
H 1.29170 -0.12104 -3.72472 0.0058 0.0236 -0.0063 0.000
H 1.88379 -1.27597 -4.92367 -0.0442 0.0338 0.0846 0.000
H -2.28277 -4.10554 -3.71835 0.0239 0.0001 0.0426 0.000
N 2.78284 0.19519 0.05794 0.1527 0.1193 -0.1498 0.001
C 0.99356 3.98166 -1.67074 0.1300 -0.0002 -0.1017 0.000
C 1.12234 -4.15446 -0.33215 -0.0131 -0.0136 -0.0344 0.000
H -3.81389 -1.17345 2.69252 0.0358 0.0179 0.0292 0.000
C -0.86123 2.96169 -3.03866 -0.1557 -0.1079 0.1776 0.000
C -1.41776 -2.51261 2.91433 0.0061 -0.0025 -0.0415 0.000
H 2.80024 5.44516 -0.65888 -0.0477 0.0538 -0.0389 0.000
C -1.57995 1.69147 -3.46753 0.0739 0.0329 -0.0169 0.000
N 2.00947 -0.31821 -0.93331 -0.0203 -0.0180 0.1680 -0.007
Cr -0.04176 -0.10461 -0.66326 -0.9372 -1.0008 -0.1229 0.967
H -3.52675 3.36552 2.01940 -0.0366 0.0368 -0.0101 0.000
C 3.99476 -1.30065 -1.00758 0.0697 0.0151 -0.0861 0.001
H 3.34924 1.68923 5.65754 -0.0310 -0.0254 0.0020 0.000
C -3.66622 2.13864 0.29475 0.0013 0.0836 -0.0985 0.000
H -7.26612 -2.37871 -0.24906 -0.0262 0.0372 -0.0841 0.000
O -0.65314 -0.76972 -2.46174 -0.0137 0.2032 0.1316 0.001
C 3.98878 -0.39899 0.04583 -0.0343 -0.2091 -0.0478 0.004
H -7.40484 3.12793 0.15368 0.0141 -0.0083 0.0345 0.000
O -0.06740 -2.10853 -0.33091 0.3980 0.4621 0.1592 0.003
N 0.54156 1.87612 -1.12579 -0.0155 0.0946 -0.2658 -0.003
C 2.22596 -4.91685 0.10047 -0.1820 -0.0114 -0.0870 0.000
C 1.79855 5.27222 1.22705 0.0676 -0.0262 -0.0704 0.000
H -0.33360 3.35359 -3.91247 0.0245 0.0475 -0.0479 0.000
H 1.27592 -2.30562 -2.70466 0.0486 0.0542 0.0048 0.000
H -1.41668 4.99044 -2.41940 -0.0130 -0.0097 0.0175 0.000
H -2.39321 3.71845 -1.69002 0.0014 0.0099 -0.0369 0.000
N 1.19436 0.95532 1.79378 -0.0338 0.1016 -0.0400 -0.001
H 4.19263 -2.56033 -3.57485 -0.0289 -0.0308 -0.0031 0.000
H 3.33979 -3.71684 -2.52849 0.0050 0.0174 -0.0586 0.000
C 4.04644 4.31084 0.61316 -0.0323 0.0012 -0.1060 0.000
C 1.61716 -6.65178 -1.45620 -0.0139 0.0611 0.0205 0.000
H -1.29571 -2.36963 3.99287 -0.0105 -0.0212 -0.0435 0.000
H 1.81595 -7.62303 -1.89506 -0.0043 0.0091 0.0121 0.000
H -2.39814 1.95192 -4.14376 0.0374 0.0290 -0.0187 0.000
H -0.54476 -4.05602 -1.64689 0.0111 -0.0300 -0.0096 0.000
O -6.18457 0.80132 -2.65510 0.1639 -0.0994 -0.0958 0.000
C -3.23738 -1.64110 -1.60940 -0.0133 0.1117 0.0778 0.000
C -2.17891 1.82986 0.33699 -0.2477 -0.2304 0.1223 0.002
O -5.97564 -3.81824 -0.97867 -0.0932 0.0108 0.0011 0.000
H -4.09951 0.97444 -1.46452 -0.0024 0.0574 0.0047 0.000
O -1.46218 2.58653 0.96921 0.2181 -0.1951 -0.1241 0.007
B 2.21946 1.45370 0.76677 -0.1133 -0.1369 -0.0444 0.000
```
Positions in Å, forces in eV/Å.

=====

2.
C49H60CoN5O2PSe as an isolated structure, computed with ωB97M-V with the def2-TZVPD basis set.

Its net charge is +1. As for the spin multiplicity: 5. The frontier orbital gap (spin up / spin down) is 7.03 / 4.00 eV.

XYZ file:
```
119
Properties=species:S:1:pos:R:3:forces:R:3:lowdin_spin:R:1
C 12.85534 9.78454 14.09218 0.7717 0.3681 -0.8776 0.001
C 16.52655 13.83958 6.60912 -0.1639 0.7086 -1.3288 0.000
H 20.42272 15.58192 18.16937 -0.0578 -0.2290 0.1644 0.003
C 19.43316 14.00395 10.84942 1.0916 0.7226 0.5035 0.000
H 15.68273 8.07706 8.14682 0.3420 -0.1322 0.9794 0.000
C 18.45564 16.92044 16.64203 1.0250 0.8050 0.8205 0.011
C 15.90823 8.11490 10.22364 0.5028 -0.4980 1.5609 0.001
C 14.82216 16.28704 11.11371 0.4094 1.4777 -0.2651 0.001
C 19.62704 14.99107 17.71215 -0.0815 -0.2652 -0.6854 0.016
H 16.37841 7.06591 13.28323 -0.5221 1.1442 -0.7358 0.001
H 16.97539 14.87073 6.44100 -0.5936 -1.2129 0.1563 0.000
H 19.01441 15.09668 7.66863 -0.0794 -0.9640 0.4056 0.000
C 12.28290 10.40741 12.95819 -0.1073 -0.2302 0.5412 0.009
C 14.78865 13.96303 17.94619 -0.9270 -1.0319 -0.3839 -0.001
H 16.20736 6.63152 8.92334 -0.0655 -0.1589 0.0426 0.000
C 13.52653 16.55161 11.51232 -0.4781 0.2491 0.4066 0.002
H 12.41691 8.57810 15.78381 0.3855 -0.3004 0.3074 0.000
H 14.32424 11.22102 17.95910 0.5059 0.2035 -0.6764 0.001
H 11.45221 13.26043 12.22084 2.1356 -0.6121 -0.1913 0.001
C 11.41378 10.23336 7.74755 0.2619 -0.4510 1.2575 0.005
H 19.96200 13.98667 17.43429 0.4786 0.0923 0.4560 0.001
N 15.83511 9.98169 11.64515 -0.4014 -0.1543 1.0171 0.048
N 16.11864 7.25990 11.24848 -0.3709 1.3344 0.2150 -0.002
H 20.19660 16.50596 14.50918 -0.2193 -0.1420 0.6442 0.000
N 15.99141 7.60784 9.00546 -0.3788 -0.4264 -2.4414 0.001
C 12.04655 8.98638 14.86733 0.2827 0.0934 0.4765 0.000
H 11.17680 9.92840 6.72063 -0.3280 0.2770 0.6133 0.000
H 13.83167 13.70028 18.50570 1.2619 0.3058 -0.6308 0.000
C 20.59115 15.97757 9.80066 -0.3750 -0.7239 -0.5966 0.000
H 16.74012 11.18021 6.13849 0.3498 -0.2874 0.3371 0.000
O 15.69591 11.86937 13.97570 0.0421 0.6555 1.2515 0.286
H 10.13068 8.22211 15.30590 -0.0152 -0.1778 -0.3621 0.000
H 16.10490 9.62897 13.71110 -0.0675 -0.0968 -0.3103 0.001
N 12.50114 13.08981 12.11204 -1.8046 -0.0605 0.8504 0.004
C 15.32786 15.05333 11.27384 0.6022 -2.1470 0.6397 0.004
C 18.47983 12.99530 10.92445 -0.5687 0.5549 -0.5266 0.016
H 18.78425 14.82261 18.42518 0.5292 0.5345 -0.6185 0.000
H 22.73277 16.23726 10.11922 0.0576 -0.2517 0.0074 0.000
H 15.64073 13.94289 18.65100 -0.5178 0.1307 -0.2767 0.000
C 17.57837 12.85969 7.11001 -0.8253 -0.3371 1.3533 0.001
H 14.65141 14.95456 17.48693 0.1106 -0.2116 0.4157 0.000
C 20.61569 16.67955 8.44011 1.4363 1.0513 -0.1664 0.000
H 13.82046 12.28147 15.01323 -0.5642 0.1175 1.0964 0.000
H 15.48000 17.03812 10.69533 -0.1864 0.1812 0.1711 0.000
H 19.14760 17.35599 10.66247 -0.1416 0.1699 -0.1356 0.000
C 18.30424 14.58388 15.72360 -0.3519 1.0146 -0.5700 0.190
C 10.93060 10.19948 12.63363 -1.1646 0.1275 1.0412 0.003
C 19.22646 15.65365 16.34504 -0.2038 -0.9372 0.1100 0.020
C 16.00172 9.17993 12.72792 0.1947 -0.8712 -1.1965 0.004
H 13.57819 13.95164 15.41952 0.1541 -0.5698 0.6846 0.000
H 19.04616 13.83561 5.89628 0.4582 -0.5487 0.0286 0.000
C 11.21726 11.52350 8.25144 0.2654 0.4551 -1.7190 -0.001
C 16.49814 12.64774 14.60256 -1.2874 0.3822 0.9797 0.142
C 17.71449 12.99090 13.99504 2.6340 1.1884 -0.8360 0.184
C 12.51556 9.65861 9.89740 -1.4904 0.8222 -0.6714 0.005
H 16.01456 11.37345 7.69576 0.4936 0.2021 0.2625 0.000
H 15.71873 13.92019 7.32310 -0.1778 0.1463 0.3584 0.000
C 22.01023 15.41678 10.06813 -0.3912 -1.0160 1.1003 0.000
C 12.70766 15.51920 11.92077 0.8030 -0.4427 -0.2061 0.001
H 15.43082 10.84429 16.56305 0.1243 0.0840 0.9653 0.000
H 15.63330 10.19179 9.60889 0.0466 -0.1865 0.2895 0.000
C 16.13238 7.81670 12.47581 0.7509 -1.1410 0.6019 0.002
C 15.23569 11.55692 17.40015 -1.0673 -1.2221 -0.2772 0.004
C 12.41755 11.03236 10.29609 1.2199 -1.8149 -0.6525 0.005
Se 18.25909 11.89749 12.49713 -0.2274 0.3159 -0.3958 0.091
H 12.23826 8.30337 8.27300 -0.1949 -0.4564 -0.1556 0.000
H 19.19689 17.54542 17.21130 -0.9828 -0.2611 -0.2702 0.002
H 19.74585 17.31299 8.23217 -0.0650 -0.3713 0.0572 0.000
H 20.79818 15.97930 7.61660 -0.1945 0.1112 0.1860 0.000
H 22.24923 14.71135 9.25126 0.1477 0.4428 0.3087 0.000
H 12.81197 12.76920 16.51429 -0.0473 -0.3348 -0.1737 0.000
C 13.69520 12.94413 15.90335 0.8930 0.5268 -1.0974 0.004
H 15.99833 11.58351 18.17267 0.5189 -0.0819 -0.3337 0.000
P 13.21480 11.50773 11.88072 -2.1029 0.7002 -0.5454 0.037
H 18.20198 17.48312 15.75402 -0.2697 0.0239 -0.2745 0.000
H 17.72697 10.70296 7.61187 -0.8371 0.7030 -0.4218 0.000
H 22.05617 14.78388 11.03858 -0.0468 1.2078 -1.4564 0.000
C 16.18951 13.33812 15.91330 -0.3389 -1.3872 0.0007 0.083
H 18.42627 12.29412 5.22279 0.3323 0.3601 0.4566 0.000
H 19.56430 14.20330 14.03872 -0.9488 -0.4304 0.1554 -0.002
C 15.74537 9.48844 10.43722 0.0557 0.2448 -0.2725 0.001
H 10.43607 10.84024 11.86128 0.5719 -1.0340 0.4563 0.000
C 20.47984 16.06750 15.49210 -0.2176 -0.2452 -0.1921 0.000
C 17.05850 14.26871 16.38060 1.0685 0.3760 -0.9032 0.008
C 13.25979 14.22958 12.00135 1.5968 -0.4015 -1.3710 0.006
H 20.87252 17.69954 10.96490 0.1136 0.6326 0.4003 0.000
H 12.14215 12.99626 9.57093 -0.9284 -0.3887 -0.0671 0.000
H 13.16389 17.57657 11.55620 -0.0885 -0.2210 -0.3852 0.000
H 21.49840 17.37132 8.39386 -0.6837 -0.4054 0.1891 0.000
H 21.02374 16.89107 16.03828 -0.2667 -1.1865 -0.4857 0.000
C 17.58090 12.80434 9.82691 -0.1736 -0.0672 -0.7812 0.007
C 10.72483 8.76357 14.57462 -1.2948 0.5351 -0.5764 0.000
H 9.09324 9.17433 13.18145 -0.1324 0.1130 0.1620 0.000
H 19.58480 12.19544 6.60527 -0.2877 0.6583 -0.4272 0.000
O 16.40679 12.23926 9.96138 0.1093 -0.1102 0.6513 0.050
H 20.02337 16.38204 11.84574 0.1755 0.4371 -0.2698 0.000
H 13.94162 9.89133 14.35334 -1.3020 0.1352 -0.3715 0.000
H 17.58243 16.73254 17.26317 -0.0102 0.2678 -0.0134 0.000
C 11.89648 11.93626 9.39052 0.1753 0.8561 0.6597 0.004
N 14.59908 14.00637 11.74774 -0.7547 0.8722 0.1109 0.036
H 16.38524 14.84121 11.06313 -0.5045 -0.0331 -0.0385 0.000
C 14.98984 12.89884 16.77736 -0.7528 2.5454 0.1520 0.006
C 18.01003 13.34596 8.51431 0.6804 0.4131 0.8781 0.004
C 20.11884 16.93441 10.89323 0.4134 -0.7715 0.2028 0.000
C 18.77034 12.80126 6.15107 -0.3026 -0.2242 -0.1093 0.000
C 16.98518 11.44045 7.18516 -0.0422 -0.4870 -0.5505 0.000
H 12.83842 8.89038 10.60860 0.0970 0.2691 -0.4004 0.000
C 10.12007 9.36218 13.45298 1.6795 0.3696 -0.3707 0.001
C 18.59382 13.96256 14.52156 0.1609 -0.6717 -0.4680 0.007
H 20.06683 14.24014 11.72971 -0.5014 -0.4495 -0.5301 0.000
H 16.86457 14.89526 17.23307 -0.3303 -0.4397 0.2761 -0.002
C 18.88294 14.43431 8.54512 0.6232 0.3779 1.3652 -0.001
H 16.03692 13.49268 5.65935 0.6304 0.3231 0.5594 0.000
H 11.65934 15.66727 12.02410 -0.6266 0.0823 0.4530 0.000
C 12.02349 9.29623 8.61360 0.8820 0.9606 0.7284 -0.001
Co 15.44613 12.00672 11.90296 1.6720 0.6330 -0.9509 2.685
H 21.12566 15.20204 15.19763 -0.1959 0.7362 0.7670 0.000
C 19.62169 14.80695 9.73271 -1.3375 -0.9667 -0.7278 0.000
H 10.67600 12.27438 7.63597 0.6411 -0.5515 0.4364 0.000
```
Positions in Å, forces in eV/Å.

=====

| no. | F_max (eV/A) |
| --- | --- |
| 1 | 1.4 |
| 2 | 3.0 |